Record 1
Below is 2 unconnected molecules or ions with the total composition C2BrO4, with properties calculated with wB97M-V/def2-TZVPD.

Positions of all 7 atoms, in Å:
1 C 1.25606 0.15006 0.61678
2 C -1.68593 -0.31385 -0.29991
3 O 2.19599 0.45387 1.28475
4 O -1.42731 0.66496 -0.90169
5 O -2.17592 -1.21034 0.19943
6 O 0.24611 -0.47090 0.68500
7 Br 1.59101 0.72620 -1.58437

Calculated values
Energy relative to the best compared isomer or geometry (same formula, charge and spin) = 10.8 kcal per mole
Frontier orbital gap = 0.3133 hartree
LUMO level = 3.7 eV
Charge = -1

***

Record 2
Below is 2 unconnected molecules or ions with the total composition C2Cl2F2, with properties calculated with wB97M-V/def2-TZVPD.

Positions of all 6 atoms, in Å:
1 C -1.20743 -0.07765 -0.04150
2 C 0.91715 -0.15180 0.10463
3 F -1.46217 0.40795 -1.23715
4 F -1.64047 0.77482 0.86577
5 Cl 1.59432 -0.48500 1.57330
6 Cl 1.79860 -0.46833 -1.26505

Calculated values
Energy relative to the best compared isomer or geometry (same formula, charge and spin) = 92.6 kcal per mole
Frontier orbital gap (alpha / beta) = 0.2588 / 0.2850 hartree
LUMO level (alpha / beta) = -1.4 / -1.0 eV
Charge = 0

***

Record 3
Below is a single C2Cl2F2 molecule, with properties calculated with wB97M-V/def2-TZVPD.

Positions of all 6 atoms, in Å:
1 F 0.05790 -1.50525 0.16954
2 C -0.50757 -0.25501 -0.00744
3 Cl -2.24610 -0.03192 -0.08065
4 C 0.44068 0.55279 0.18012
5 F 0.31981 1.78658 0.07632
6 Cl 2.06975 -0.22211 -0.11046

Calculated values
Energy relative to the best compared isomer or geometry (same formula, charge and spin) = 35.1 kcal per mole
Frontier orbital gap = 0.3851 hartree
LUMO level = 0.5 eV
Charge = 0

***

Record 4
Below is 2 unconnected molecules or ions with the total composition C2Cl2F2S, with properties calculated with wB97M-V/def2-TZVPD.

Positions of all 7 atoms, in Å:
1 C 0.25186 0.18344 -0.51592
2 C -0.89718 -0.48112 -0.53806
3 F 0.34421 1.45065 -0.33130
4 F -1.03784 -1.77924 -0.59739
5 S 3.70051 0.14223 1.95417
6 Cl -2.46674 0.31751 -0.50278
7 Cl 2.10062 -0.58058 0.83043

Calculated values
Energy relative to the best compared isomer or geometry (same formula, charge and spin) = 104.7 kcal per mole
Frontier orbital gap (alpha / beta) = 0.1956 / 0.1959 hartree
LUMO level (alpha / beta) = -3.7 / -3.7 eV
Charge = 0